No. 1
{
  "formula": "C4H3N3",
  "method": "the ωB97M-V functional and the def2-TZVPD basis",
  "symbols": ["N", "C", "C", "N", "C", "C", "N", "H", "H", "H"],
  "coordinates": [[1.997, -0.109, -1.500], [1.173, -0.092, -0.667], [0.647, -0.360, 0.948], [-0.348, -1.369, 0.931], [-1.049, -0.878, -0.030], [-0.395, 0.439, -0.286], [-0.079, 0.859, 1.103], [-1.875, -1.361, -0.544], [-0.633, 1.217, -1.008], [0.562, 1.655, 1.053]],
  "mulliken_charge": [-0.52, 0.15, 0.28, -0.41, -0.54, 0.45, -0.50, 0.34, 0.44, 0.31],
  "de_lowest_kj_mol": 555.84,
  "homo_lumo_gap_ev": [8.35, 8.35]
}


No. 2
{
  "formula": "C9H16O3S",
  "method": "the ωB97M-V functional and the def2-TZVPD basis",
  "symbols": ["C", "C", "C", "C", "C", "C", "C", "C", "C", "O", "O", "O", "S", "H", "H", "H", "H", "H", "H", "H", "H", "H", "H", "H", "H", "H", "H", "H", "H"],
  "coordinates": [[2.069, 0.458, 0.733], [1.272, 0.516, 1.985], [-0.048, 0.638, -0.327], [1.606, -0.593, 2.974], [-0.567, 2.032, -0.569], [-0.588, -0.046, -2.607], [-2.199, -0.771, -0.738], [0.144, -1.830, -0.961], [-0.757, -0.413, -1.137], [3.249, 0.159, 0.712], [-1.050, 1.532, 2.106], [1.349, 0.692, -0.378], [-0.445, 0.300, 1.641], [1.380, 1.605, 2.361], [1.418, -0.443, 4.027], [2.593, -0.790, 2.972], [0.904, -1.463, 2.827], [-0.833, 2.364, 0.377], [-1.472, 2.000, -1.060], [0.157, 2.702, -1.040], [-1.173, -0.805, -3.162], [0.465, -0.080, -2.944], [-0.986, 0.905, -2.784], [-2.292, -1.703, -1.222], [-2.437, -0.762, 0.316], [-2.765, 0.046, -1.280], [-0.404, -2.595, -1.473], [0.336, -2.128, 0.041], [1.077, -1.527, -1.389]],
  "mulliken_charge": [0.17, 0.54, 1.05, -1.39, -1.59, -1.72, -1.40, -1.63, 0.88, -0.60, -0.72, -0.37, 0.31, 0.37, 0.37, 0.47, 0.29, 0.49, 0.49, 0.31, 0.42, 0.34, 0.48, 0.44, 0.37, 0.32, 0.49, 0.31, 0.50],
  "de_lowest_kj_mol": 121.44,
  "homo_lumo_gap_ev": 10.01
}